Record 1
Here is a molecular structure, C17H30BiNO2P2Se in a non-equilibrium geometry from OMol25. Energies are from the ωB97M-V functional and the def2-TZVPD basis.

Each line ends with the natural charge from an NBO analysis.
Geometry (Å):
C -1.84 -1.67 -3.50  -0.2438
C -1.55 -1.12 -2.22  0.2473
N -0.52 -0.24 -2.01  -0.5166
C 0.26 0.12 -3.06  0.2509
C -0.06 -0.28 -4.35  -0.2540
C -1.10 -1.15 -4.58  -0.1269
C -2.48 -1.51 -1.07  -0.7341
P -2.07 -0.85 0.64  0.8506
Bi -0.18 0.98 0.36  0.8741
P 2.04 1.03 -1.03  0.9640
C 1.48 1.01 -2.82  -0.7447
O -0.30 -5.81 -0.92  -0.9259
O 2.68 -3.04 -1.26  -1.0289
H -2.73 -2.28 -3.65  0.2313
H 0.58 0.06 -5.16  0.2264
H -1.35 -1.48 -5.57  0.2265
C -3.79 -0.26 0.95  -0.9270
C -1.87 -2.31 1.72  -0.9487
H 2.29 0.66 -3.48  0.2532
H 1.22 2.03 -3.12  0.2528
H -2.67 -2.59 -1.04  0.2618
H -3.50 -1.13 -1.27  0.2504
C 3.00 2.54 -0.82  -0.9540
C 3.22 -0.33 -0.97  -0.9904
H 2.58 -3.24 -0.31  0.5234
H 3.35 -3.50 -1.73  0.4792
H -0.58 -5.07 -0.28  0.4668
H -0.48 -5.40 -1.81  0.4499
H -0.73 2.70 0.32  -0.2283
H 2.19 -4.61 1.39  -0.8446
H -4.47 -1.12 1.06  0.2317
H -3.92 0.37 1.82  0.2433
H -4.13 0.33 0.09  0.2333
H -2.84 -2.69 2.07  0.2369
H -1.31 -3.09 1.19  0.2635
H -1.30 -2.02 2.62  0.2713
H 4.04 -0.24 -1.71  0.2377
H 3.67 -0.37 0.04  0.2655
H 2.66 -1.26 -1.14  0.3182
H 3.98 2.40 -1.30  0.2395
H 2.44 3.39 -1.24  0.2449
H 3.11 2.64 0.27  0.2613
Se 1.35 0.50 2.65  -0.1345
C 0.63 2.07 3.47  -0.1981
C 1.39 3.25 3.50  -0.2501
C 0.81 4.44 3.95  -0.1958
C -0.52 4.44 4.41  -0.2247
C -1.26 3.27 4.41  -0.2056
C -0.70 2.07 3.95  -0.2612
H 2.41 3.23 3.11  0.2192
H 1.40 5.35 3.94  0.2152
H -0.95 5.37 4.79  0.2166
H -2.29 3.27 4.77  0.2149
H -1.28 1.15 3.94  0.2164

Total charge: 0
Energy above the lowest of the compared OMol25 structures with the same formula, charge and spin (kJ/mol): 0.0
Frontier orbital gap (eV): 3.49



Record 2
Here is a molecular structure, C36H90IN6NaO12 in a non-equilibrium geometry from OMol25. Energies are from the ωB97M-V functional and the def2-TZVPD basis.

Each line ends with the Löwdin charge.
Geometry (Å):
Na -2.75 0.57 0.47  0.2073
I -1.00 -1.80 -0.97  -0.1684
C 2.19 1.90 -1.29  -0.0727
O 3.08 1.12 -0.48  -0.2047
C 2.78 -0.23 -0.33  -0.2382
C 3.96 -1.16 0.11  -0.1701
N 5.14 -1.03 -0.76  -0.0852
C 6.35 -1.73 -0.35  -0.2103
C 6.41 -3.26 -0.47  -0.2360
O 7.43 -3.76 0.37  -0.2067
C 7.39 -5.18 0.55  -0.0942
H 1.22 1.42 -1.40  0.0796
H 2.72 2.14 -2.22  0.0802
H 1.95 2.84 -0.79  0.0723
H 2.43 -0.62 -1.28  0.0964
H 1.92 -0.48 0.30  0.0754
H 3.67 -2.20 -0.06  0.1081
H 4.34 -0.98 1.11  0.1096
H 5.15 -0.18 -1.31  0.1034
H 6.78 -1.44 0.61  0.1149
H 7.02 -1.39 -1.15  0.1111
H 6.44 -3.58 -1.51  0.1277
H 5.48 -3.50 0.05  0.1067
H 6.51 -5.50 1.11  0.0817
H 8.32 -5.23 1.12  0.0939
H 7.34 -5.69 -0.41  0.0835
C -0.66 0.90 -5.04  -0.0680
O 0.59 0.22 -5.36  -0.1963
C 1.69 0.75 -4.68  -0.2610
C 2.53 1.64 -5.61  -0.1658
N 2.97 0.84 -6.80  -0.0356
C 3.89 -0.23 -6.41  -0.2190
C 3.85 -1.20 -7.64  -0.1815
O 2.51 -1.67 -7.90  -0.2225
C 1.86 -2.45 -6.86  -0.0815
H -1.43 0.52 -5.71  0.0828
H -0.70 1.97 -5.23  0.0876
H -0.98 0.52 -4.07  0.0648
H 2.26 -0.14 -4.41  0.1034
H 1.50 1.28 -3.75  0.0873
H 3.28 2.23 -5.09  0.1121
H 1.75 2.33 -5.94  0.1071
H 2.11 0.44 -7.15  0.0861
H 3.88 -0.77 -5.47  0.0999
H 4.86 0.25 -6.30  0.1097
H 4.37 -2.16 -7.56  0.1102
H 4.26 -0.69 -8.51  0.1164
H 0.90 -2.77 -7.25  0.0855
H 1.68 -1.95 -5.91  0.0710
H 2.37 -3.41 -6.80  0.0816
C 2.67 9.09 0.88  -0.0534
O 3.19 7.77 1.28  -0.2325
C 2.90 6.71 0.38  -0.2040
C 3.57 5.26 0.72  -0.1116
N 2.62 4.52 1.60  -0.0930
C 3.07 3.25 2.19  -0.2107
C 2.05 2.58 3.07  -0.1653
O 1.57 3.44 4.18  -0.2349
C 2.33 3.50 5.40  -0.0935
H 2.90 9.88 1.60  0.0877
H 1.59 8.96 0.84  0.0757
H 3.01 9.18 -0.15  0.0774
H 3.18 7.08 -0.61  0.1004
H 1.82 6.58 0.33  0.0972
H 4.41 5.51 1.37  0.1036
H 3.80 4.64 -0.15  0.1084
H 2.18 4.88 2.43  0.0795
H 3.93 3.61 2.75  0.1153
H 3.42 2.59 1.40  0.1044
H 2.29 1.55 3.32  0.1221
H 1.11 2.41 2.56  0.0982
H 1.73 3.71 6.28  0.0841
H 3.11 4.25 5.24  0.0818
H 2.86 2.59 5.65  0.0820
C -0.48 5.18 2.76  -0.1034
O -1.77 5.70 2.52  -0.1866
C -2.69 5.09 1.60  -0.1879
C -3.48 3.97 2.27  -0.1540
N -2.62 2.70 2.33  -0.0181
C -2.60 2.30 3.75  -0.1896
C -1.57 1.23 4.08  -0.1927
O -1.66 0.19 3.12  -0.1980
C -0.57 -0.68 3.09  -0.1218
H -0.28 5.53 3.77  0.0978
H 0.25 5.73 2.16  0.0725
H -0.39 4.10 2.74  0.0585
H -2.18 4.90 0.66  0.1258
H -3.38 5.86 1.24  0.1165
H -4.32 3.81 1.59  0.0912
H -4.08 4.27 3.13  0.1219
H -1.69 2.98 2.07  0.0728
H -3.58 2.12 4.20  0.1232
H -2.26 3.15 4.34  0.1141
H -1.67 0.74 5.05  0.1266
H -0.55 1.60 4.16  0.1058
H -0.61 -1.55 2.43  0.0432
H -0.28 -1.02 4.08  0.0983
H 0.31 -0.26 2.61  0.0731
C -3.09 -3.96 4.93  -0.1205
O -1.96 -4.79 4.77  -0.1927
C -2.02 -5.44 3.48  -0.1900
C -1.57 -4.45 2.40  -0.2181
N -1.26 -5.04 1.10  -0.0650
C -2.44 -5.66 0.45  -0.1747
C -2.03 -6.15 -0.95  -0.2492
O -3.12 -6.20 -1.83  -0.1933
C -2.76 -6.80 -3.13  -0.0761
H -3.93 -4.53 5.34  0.0867
H -3.32 -3.38 4.03  0.0713
H -2.81 -3.21 5.67  0.0843
H -2.92 -6.04 3.35  0.1165
H -1.26 -6.22 3.59  0.1202
H -0.77 -3.76 2.68  0.1144
H -2.37 -3.74 2.22  0.0732
H -0.75 -4.45 0.47  0.0108
H -3.26 -4.95 0.31  0.0975
H -2.89 -6.48 1.01  0.1125
H -1.61 -7.15 -0.98  0.1138
H -1.20 -5.58 -1.37  0.1065
H -2.37 -7.82 -3.14  0.0780
H -1.92 -6.27 -3.57  0.0762
H -3.57 -6.68 -3.85  0.0810
C -7.24 -2.92 3.09  -0.1228
O -6.17 -2.31 2.46  -0.1884
C -5.83 -2.84 1.20  -0.2198
C -4.63 -2.10 0.72  -0.1946
N -4.77 -0.61 0.66  -0.0730
C -5.48 -0.11 -0.55  -0.1694
C -5.28 1.45 -0.74  -0.1594
O -3.92 1.75 -1.12  -0.2339
C -3.72 1.50 -2.51  -0.1031
H -8.13 -2.63 2.52  0.0888
H -7.23 -2.57 4.12  0.0936
H -7.27 -4.00 3.15  0.0885
H -6.69 -2.83 0.54  0.1278
H -5.51 -3.88 1.26  0.1235
H -4.36 -2.47 -0.27  0.1040
H -3.77 -2.20 1.39  0.0945
H -5.55 -0.41 1.28  0.0972
H -6.54 -0.35 -0.46  0.1224
H -4.99 -0.59 -1.40  0.1094
H -5.61 1.88 0.21  0.1167
H -5.92 1.87 -1.51  0.1191
H -2.72 1.84 -2.77  0.0863
H -4.39 2.10 -3.13  0.0899
H -3.84 0.53 -2.98  0.0922

Total charge: 0
Frontier orbital gap (eV): 7.42



Record 3
Here is a molecular structure, C5H10N2O in a non-equilibrium geometry from OMol25. Energies are from the ωB97M-V functional and the def2-TZVPD basis.

Each line ends with the natural charge from an NBO analysis.
Geometry (Å):
C -2.64 -0.03 -0.03  -0.4269
C -0.61 -1.29 -0.34  0.2737
C 1.90 -0.95 0.47  -0.2707
C 1.46 -0.05 -0.74  -0.1134
C 1.10 1.18 0.15  -0.0681
H -3.13 -0.65 1.13  0.1822
H -3.30 -0.26 -0.91  0.2193
H -2.60 1.37 0.43  0.1910
H -1.01 -2.05 0.30  0.1744
H 2.90 -1.51 0.30  0.2437
H 1.37 -0.49 1.38  0.2132
H 2.48 -0.15 -1.52  0.2242
H 2.12 1.75 0.52  0.2063
H 0.70 0.64 1.01  0.1503
H -0.64 1.75 -0.59  0.4961
N -1.17 -0.15 -0.38  -0.5272
N 0.77 -1.35 -0.75  -0.4250
O 0.30 2.25 -0.44  -0.7432

Total charge: 0
Energy above the lowest of the compared OMol25 structures with the same formula, charge and spin (kJ/mol): 804.4
Frontier orbital gap (eV): 10.05



no.,LUMO (eV),electronic energy (eV),HOMO energy (eV)
1,-0.76,-113457.4365,-4.24
2,-0.15,-84808.1131,-7.57
3,0.65,-10366.9685,-9.40